{
  "formula": "C46H126N10O12",
  "method": "the ωB97M-V functional and the def2-TZVPD basis",
  "symbols": ["O", "O", "O", "O", "O", "O", "O", "O", "O", "O", "O", "O", "N", "N", "N", "N", "N", "N", "N", "N", "N", "N", "C", "C", "C", "C", "C", "C", "C", "C", "C", "C", "C", "C", "C", "C", "C", "C", "C", "C", "C", "C", "C", "C", "C", "C", "C", "C", "C", "C", "C", "C", "C", "C", "C", "C", "C", "C", "C", "C", "C", "C", "C", "C", "C", "C", "C", "C", "H", "H", "H", "H", "H", "H", "H", "H", "H", "H", "H", "H", "H", "H", "H", "H", "H", "H", "H", "H", "H", "H", "H", "H", "H", "H", "H", "H", "H", "H", "H", "H", "H", "H", "H", "H", "H", "H", "H", "H", "H", "H", "H", "H", "H", "H", "H", "H", "H", "H", "H", "H", "H", "H", "H", "H", "H", "H", "H", "H", "H", "H", "H", "H", "H", "H", "H", "H", "H", "H", "H", "H", "H", "H", "H", "H", "H", "H", "H", "H", "H", "H", "H", "H", "H", "H", "H", "H", "H", "H", "H", "H", "H", "H", "H", "H", "H", "H", "H", "H", "H", "H", "H", "H", "H", "H", "H", "H", "H", "H", "H", "H", "H", "H", "H", "H", "H", "H", "H", "H", "H", "H", "H", "H", "H", "H"],
  "xyz": [[-1.320, 3.010, -5.807], [3.774, -2.085, -2.006], [-2.746, -4.202, 0.349], [2.179, 3.160, 7.433], [6.381, 1.877, 2.102], [-0.041, -1.082, 2.301], [1.009, -5.376, 1.116], [-3.708, 4.928, 1.678], [-3.163, 0.657, 5.269], [-3.183, 1.252, -1.197], [-0.193, -5.076, -5.700], [4.954, 4.066, 1.751], [-0.302, 0.998, -2.875], [-1.206, 4.144, 0.554], [3.648, -1.876, -5.751], [0.183, -1.553, -4.626], [1.776, -0.044, -0.719], [2.029, 3.230, -0.208], [-6.027, 0.514, -3.271], [-3.074, -1.500, 2.740], [-5.754, 0.426, 6.494], [1.393, -4.579, 3.946], [-1.176, 1.822, -5.035], [-3.289, -3.016, 0.923], [-4.721, 2.527, -3.392], [-3.378, -4.720, -0.802], [-2.790, 0.978, 0.132], [0.269, -5.478, -0.059], [0.179, -5.734, -6.863], [6.369, 0.629, 0.121], [2.182, -4.090, 2.819], [3.571, 3.923, 1.440], [-1.954, 5.057, -1.579], [4.463, -3.249, -1.487], [5.284, -0.271, 2.279], [3.453, -4.893, 2.841], [0.682, -0.664, 0.015], [-5.519, 0.009, 5.115], [1.162, 2.547, -4.312], [-0.310, -2.969, -4.436], [-2.111, 1.448, 4.788], [-1.804, -3.109, -4.508], [1.079, -0.726, 1.491], [-4.375, 0.795, 4.433], [4.391, -1.849, -4.431], [3.721, 4.908, -0.814], [2.585, 2.319, 5.128], [3.399, 3.656, -0.066], [-0.254, 2.141, -3.840], [-6.782, 0.216, 4.275], [2.403, 0.672, 7.023], [0.284, -2.010, -0.592], [-4.816, 4.170, 2.067], [-3.504, 4.996, 0.276], [2.800, 2.114, 6.647], [-3.317, -3.865, 3.342], [-2.702, -2.844, 2.355], [3.250, -2.160, -3.295], [-4.748, 1.093, -2.981], [5.085, 4.984, 2.832], [5.567, 0.883, 1.400], [0.378, -3.790, -5.586], [1.447, -4.077, 1.455], [0.220, -1.082, 3.710], [5.079, -0.491, -4.243], [-4.502, 0.928, -1.480], [-2.175, 2.688, -6.883], [-2.056, 5.151, -0.104], [1.966, 2.244, -0.118], [2.827, -3.157, -3.498], [2.720, 3.366, 4.897], [1.705, 3.359, -1.200], [2.840, -1.246, -5.657], [-4.188, 0.330, 3.443], [-4.384, -2.974, 1.019], [-5.807, 4.539, 1.609], [-0.016, -3.306, -3.428], [-2.337, -2.752, -3.578], [-4.267, -5.338, -0.516], [-5.727, 2.939, -3.440], [-0.895, 5.136, -1.932], [-0.065, -6.535, -0.143], [1.362, 0.309, 1.879], [4.056, 2.833, -0.412], [4.634, -1.032, 1.836], [3.685, -5.094, 3.865], [-6.079, 1.427, 6.534], [-2.243, 2.538, 4.804], [0.513, -3.480, 1.355], [6.434, 1.541, -0.546], [-2.465, -0.787, 2.319], [-3.384, -4.859, 2.905], [3.235, -0.022, 6.782], [0.259, -3.241, -6.534], [3.168, 3.078, 2.021], [6.228, -0.762, 2.554], [0.108, 1.313, -1.986], [-0.667, -1.462, 4.093], [-4.756, 3.086, 1.816], [-2.631, -5.487, -1.176], [-4.409, 2.692, -4.429], [1.259, -5.923, -6.897], [-6.592, -0.152, 3.274], [-4.195, 3.248, -2.724], [5.209, -2.558, -4.384], [1.151, -2.668, -0.803], [-4.636, 1.884, 4.339], [-1.937, 1.175, 3.722], [5.998, -0.256, -0.390], [4.577, 4.638, 3.717], [-1.268, 1.180, 5.389], [0.002, -5.290, -7.837], [-4.282, -3.529, 3.660], [3.736, -3.883, -0.957], [-7.209, 1.252, 4.284], [2.479, -1.424, -3.393], [-5.363, -1.057, 5.093], [-4.983, 4.309, 3.098], [3.376, -5.785, 2.279], [1.514, 2.082, 4.840], [-4.104, 5.783, -0.204], [-4.832, 0.472, 6.922], [5.040, -3.915, -2.129], [-1.270, 0.770, -2.739], [2.656, -0.555, -0.659], [1.069, 3.292, -5.119], [5.166, -2.888, -0.679], [-0.801, 0.995, -5.684], [-2.121, 4.038, -1.865], [1.484, -5.569, 4.085], [3.149, 5.762, -0.457], [4.622, 1.309, 1.029], [0.943, -5.303, -0.924], [-2.548, 5.844, -2.097], [5.716, -0.582, -3.336], [-0.675, 3.079, -3.432], [-2.183, -2.583, -5.417], [-0.406, -6.682, -6.827], [-3.586, 1.277, 0.754], [7.371, 0.304, 0.345], [1.678, 2.982, -3.470], [-2.178, 1.459, -4.722], [0.409, -0.017, 4.036], [-0.178, 0.057, -0.075], [-3.950, 0.539, -3.423], [-4.758, -0.135, -1.216], [-1.775, 1.853, -7.501], [4.767, 5.226, -0.613], [-7.540, -0.403, 4.758], [-3.215, 2.404, -6.451], [-3.093, -1.507, 3.729], [-2.346, 3.556, -7.504], [-2.579, -0.074, 0.229], [6.159, 5.160, 2.993], [6.027, 2.686, 1.714], [-1.626, -3.004, 2.216], [2.232, 0.601, 8.092], [-0.033, -0.992, -3.813], [-5.184, 1.612, -0.992], [-2.970, -2.221, 0.260], [1.947, -1.368, 1.637], [1.251, 2.880, 7.607], [1.475, 0.381, 6.572], [-6.348, 0.446, -4.215], [-0.220, 4.382, 0.601], [-2.161, -4.160, -4.572], [2.140, -3.663, 0.685], [-6.122, -0.424, -2.934], [4.229, -1.514, -6.499], [-0.611, -4.873, -0.023], [-1.915, 1.637, 0.198], [-2.676, -3.871, 4.187], [-0.319, -1.129, -5.377], [-1.730, 6.241, 0.078], [4.678, 5.948, 2.562], [1.708, 1.702, -4.752], [-0.493, -2.531, -0.113], [4.292, 0.246, -4.087], [4.785, 0.050, 3.227], [2.402, -3.062, 2.992], [3.280, 1.781, 4.510], [2.945, 4.752, 1.732], [0.041, -1.792, -1.651], [0.350, -4.505, 3.850], [3.900, 2.236, 6.775], [-1.484, 4.125, 1.517], [1.439, -3.838, -5.369], [1.061, -1.777, 3.934], [1.450, -0.117, -1.686], [3.694, 4.773, -1.858], [-3.867, 4.088, -0.157], [-3.552, -3.984, -1.614], [5.689, -0.254, -5.147], [4.318, -4.325, 2.436]],
  "forces_ev_per_a": [[-0.2, -0.9, -0.3], [1.1, -0.7, 0.8], [-0.5, 0.1, 0.3], [-0.7, -1.3, -0.4], [-1.2, -1.0, -0.1], [0.4, -0.5, -0.5], [0.9, -0.7, 1.0], [0.3, 0.2, 0.0], [-1.7, 0.4, -0.7], [0.1, -0.1, -0.8], [-0.2, 0.9, 0.1], [-0.9, 1.3, 0.2], [1.1, 1.2, -0.6], [-0.5, 0.3, -0.1], [0.1, -0.3, 1.2], [0.1, -1.6, 0.8], [-0.2, 0.3, -0.5], [-1.5, 1.2, -2.0], [-1.3, -0.4, 0.5], [0.1, -0.2, -0.8], [0.1, 1.2, 0.3], [-2.2, 0.3, 0.4], [0.3, -0.2, 0.1], [0.4, -0.6, 0.5], [-0.2, 2.0, -0.5], [0.9, -1.6, 0.0], [1.0, 0.8, -1.7], [0.8, -1.4, -0.6], [0.2, -2.0, 0.0], [-0.2, -0.4, -0.4], [-1.6, -0.7, -0.6], [0.4, -1.8, -0.5], [1.5, 0.2, -1.5], [-0.2, 0.7, 1.7], [0.0, -0.8, 1.4], [1.2, 1.5, -0.6], [-0.3, 0.3, 0.9], [-0.4, 2.0, -0.7], [-0.9, -0.6, -0.5], [0.8, 0.4, -0.8], [-0.1, -0.4, -1.3], [-1.8, -0.2, 0.2], [-0.6, 2.0, 1.0], [0.7, -0.5, 0.8], [-1.9, 0.8, -0.3], [1.5, 0.9, 1.1], [-1.8, 0.5, 0.6], [0.4, -0.4, 0.9], [-0.4, 0.1, -0.6], [-0.5, 0.2, 0.8], [1.0, 0.7, 0.7], [1.5, 0.9, -2.2], [-1.9, 0.0, -1.8], [-0.3, 0.0, 0.3], [0.8, -0.2, -0.9], [0.7, 0.6, -1.4], [-0.9, -0.7, -2.0], [2.4, -0.7, -1.8], [0.1, -0.2, 0.8], [1.2, 0.1, -0.6], [1.2, 1.6, -1.2], [-0.6, 0.6, 0.9], [-0.4, -0.4, -0.6], [1.9, 1.0, -1.6], [0.0, -0.7, 0.6], [-0.7, -0.7, -0.7], [-1.6, -0.5, 0.6], [1.3, 2.1, 0.8], [0.0, -1.2, 0.4], [0.0, 0.2, 0.0], [0.1, 0.4, 0.0], [0.4, 0.2, 1.2], [0.4, -0.4, -0.1], [0.0, 0.6, 0.4], [0.1, -0.4, -0.3], [1.3, -0.3, 0.2], [0.4, 0.0, -0.5], [0.7, 0.2, -1.0], [0.2, 0.9, -0.4], [-0.4, -0.2, 0.4], [-0.6, 0.6, 0.5], [0.2, 0.6, 0.1], [0.1, -0.9, -0.9], [0.2, 0.4, 0.3], [0.1, 0.1, -0.2], [0.3, -0.3, 0.6], [0.3, -1.4, -0.3], [-0.4, -0.1, 0.3], [0.8, 0.3, 1.0], [-0.3, -1.1, 0.7], [-0.1, -0.5, 0.7], [0.1, 0.0, 0.0], [-0.7, 0.3, -0.1], [-0.1, 0.0, 0.2], [0.1, -0.1, -0.1], [-0.2, 0.0, 0.1], [-0.5, -0.2, -0.4], [-1.5, -0.5, 1.2], [0.3, 0.6, 0.1], [-0.8, 0.9, 0.1], [0.5, -0.2, 0.2], [0.1, -0.3, 0.3], [-0.2, 0.1, -0.3], [0.1, -0.9, -0.5], [-0.3, -0.8, -0.3], [-0.2, 0.3, 0.8], [0.2, -0.8, 0.1], [0.3, 0.2, 0.4], [-0.6, 0.2, -0.7], [0.0, -0.3, 0.5], [0.8, 0.0, 0.2], [-0.7, 0.9, 0.0], [-0.8, 0.2, 0.1], [0.0, 0.0, -0.2], [0.7, -0.7, -0.2], [-0.5, 0.5, 0.0], [0.6, -0.4, 0.1], [0.2, 0.0, 1.4], [-0.2, -1.1, -0.5], [1.1, 0.0, 0.2], [0.1, 0.2, 0.3], [-0.1, -0.1, 0.2], [-0.1, 0.6, -0.7], [-0.5, 0.0, 0.5], [-0.3, -0.2, 0.0], [0.0, -0.1, 0.5], [-0.7, -0.2, -1.0], [0.2, 0.5, 0.3], [-1.0, -0.6, -0.5], [0.5, -0.5, -0.1], [-0.5, -0.1, -0.3], [0.0, 0.2, 0.6], [-0.6, 0.3, 0.1], [0.2, -0.9, 0.2], [-0.2, 0.5, -0.6], [-0.1, -0.4, 0.2], [0.0, -0.3, 0.7], [0.7, 0.5, -0.2], [-0.8, 0.4, 1.4], [0.6, 0.3, 0.5], [0.5, 0.1, 0.1], [0.3, 0.3, 0.3], [0.0, -1.1, 0.0], [0.6, -0.8, 0.2], [0.9, -0.4, -0.7], [0.3, 0.7, 0.1], [-0.3, 0.4, 0.4], [-0.4, -0.4, 0.0], [-0.2, -0.1, -0.3], [1.5, 0.1, -0.8], [0.2, 0.9, 1.1], [0.2, 0.3, -0.1], [0.2, -0.5, 0.3], [-0.3, -0.4, 0.2], [0.2, 0.5, 0.5], [0.1, 0.0, 0.5], [0.2, 0.0, 0.4], [0.0, 0.2, 0.2], [-0.4, 0.1, 0.7], [0.0, 0.7, 0.0], [0.1, -0.4, 0.1], [0.9, 0.3, -0.2], [-0.4, -0.3, -0.6], [0.3, 0.6, -0.7], [0.0, 0.1, -0.6], [0.6, 0.5, -0.2], [-0.1, -0.3, 0.3], [0.2, -0.5, 0.5], [0.1, 0.0, 0.1], [-0.5, 0.7, -0.3], [-0.1, -0.4, 0.9], [0.5, -0.3, 1.1], [-0.4, 0.2, -0.7], [-0.4, -1.3, 0.6], [-0.3, 0.3, -0.2], [0.0, 0.0, 0.4], [-1.1, -0.6, 0.5], [0.2, 0.4, 0.0], [0.4, -0.1, -0.7], [0.3, 0.9, 0.3], [0.3, -0.6, -0.1], [0.1, 0.8, 0.0], [-0.7, 0.0, 0.4], [1.3, 0.5, -0.3], [-0.7, 0.0, 0.4], [-0.3, -0.2, 0.6], [0.4, -0.1, -0.1], [-0.4, 0.7, 0.1], [0.7, 0.2, 0.0], [-0.5, 0.0, -1.4], [-0.2, -1.1, -0.4], [-0.2, -0.2, 0.6], [-0.4, -0.1, 0.8], [-0.5, -0.2, 0.1]],
  "multiplicity": 1,
  "lumo_ev": 0.5,
  "e_above_lowest_kcal_mol": 48.6,
  "homo_lumo_gap_ev": 9.6,
  "smiles": "COC[C@H](C)N.COC[C@H](C)N.COC[C@H](C)N.COC[C@H](C)N.COC[C@H](C)N.COC[C@H](C)N.COC[C@H](C)N.COC[C@H](C)N.COC[C@H](C)N.COC[C@H](C)N.CC(C)O.CC(C)O"
}